Record 1
{"formula": "C12H6MoN4S4SbSe", "method": "wB97M-V/def2-TZVPD", "orbital_gap_ev": [6.349, 6.749], "relative_energy_kcal_mol": 3.63, "multiplicity": 3, "e_homo_ev": [-11.28, -11.81], "lumo_ev": [-4.93, -5.06], "total_charge": 1, "species": ["C", "N", "N", "C", "S", "C", "S", "S", "C", "C", "N", "H", "C", "H", "C", "H", "S", "Sb", "H", "C", "H", "C", "C", "Se", "Mo", "C", "C", "N", "H"], "coordinates": [[2.367291, 1.343178, -0.311283], [-3.922914, 1.568357, -0.555583], [1.440050, 0.387995, -0.227577], [-2.661865, 1.237658, -0.483566], [4.288567, -0.249328, 2.028176], [-0.287831, 2.041322, -0.430583], [4.954295, -4.244926, 2.811986], [1.468726, -2.516104, 2.403519], [0.692423, 3.036502, -0.513717], [-1.163677, -2.676277, -0.216645], [-2.214792, 3.521553, -0.584138], [0.385004, 4.068766, -0.616375], [-1.718075, 2.317771, -0.494749], [3.395062, 1.017976, -0.234048], [-2.199113, -0.142842, -0.397248], [-3.173360, -3.389433, -0.364648], [3.315286, -2.889666, -0.487627], [3.939148, -2.425268, 2.192399], [2.806571, 3.420611, -0.545976], [-2.539671, -2.515245, -0.343947], [-4.127970, -1.074122, -0.511073], [2.023076, 2.681049, -0.471703], [-3.062882, -1.242718, -0.424832], [-3.989387, 3.348723, -0.629779], [1.735334, -1.679046, 0.337979], [0.131037, 0.722042, -0.317247], [-0.833363, -0.378516, -0.297158], [-0.333897, -1.634927, -0.197144], [-0.713079, -3.655086, -0.117400]], "atomic_forces_ev_per_a": [[-0.04, 0.04, -0.01], [-0.04, 0.20, 0.05], [-0.15, -0.09, 0.04], [-0.05, -0.08, 0.01], [-0.01, 0.37, -0.09], [0.15, 0.03, -0.12], [0.15, -0.25, 0.11], [-0.12, -0.10, 0.17], [-0.01, -0.04, 0.03], [-0.11, -0.02, -0.01], [-0.21, 0.03, 0.09], [0.00, 0.01, 0.00], [0.08, 0.01, -0.08], [0.00, 0.03, -0.01], [-0.02, -0.08, -0.06], [-0.01, 0.00, 0.00], [-0.26, 0.04, -0.11], [-0.13, -0.29, 0.08], [0.00, 0.01, 0.00], [0.10, 0.01, 0.00], [-0.01, 0.01, 0.00], [0.02, -0.06, 0.00], [0.05, -0.02, 0.01], [0.24, -0.21, -0.07], [0.61, 0.30, -0.16], [-0.18, -0.02, 0.06], [-0.09, 0.04, -0.05], [0.04, 0.11, 0.10], [0.01, 0.01, 0.00]], "mulliken_spin": [0.02, 0.00, 0.04, 0.00, 0.12, 0.00, 0.03, 0.01, 0.01, 0.01, 0.00, 0.00, 0.00, -0.01, -0.01, 0.00, -0.02, 0.00, 0.00, 0.00, 0.00, 0.00, 0.02, 0.00, 1.81, 0.02, -0.07, 0.05, -0.02]}



Record 2
{"formula": "C12H6O2", "method": "wB97M-V/def2-TZVPD", "orbital_gap_ev": 7.826, "smiles": "C#Cc1ccc2c(c1)C(=O)C=CC2=O", "relative_energy_kcal_mol": 48.91, "e_homo_ev": -9.30, "lumo_ev": -1.48, "species": ["C", "H", "H", "C", "C", "C", "C", "C", "O", "C", "O", "H", "C", "C", "H", "C", "C", "H", "C", "H"], "coordinates": [[-3.158373, -0.334107, 0.669283], [2.980249, 1.244400, -1.255768], [-4.225667, 1.385581, -0.098250], [-1.980748, 1.497660, -0.761519], [-0.513017, -0.469884, 0.229559], [0.799650, -1.156470, 0.443145], [2.018862, 0.778018, -0.876230], [-1.813843, -1.125956, 0.850922], [-1.710687, -2.178665, 1.463677], [0.680520, 1.444337, -1.083843], [-2.133600, 2.471030, -1.497009], [0.920399, -2.138336, 0.996908], [-3.227374, 0.858729, -0.041811], [-0.584078, 0.827536, -0.543300], [-4.083195, -0.744931, 1.168593], [4.504427, -1.452671, 0.679586], [2.046196, -0.518721, -0.105059], [5.458675, -1.630734, 1.247184], [3.436080, -1.183347, 0.138132], [0.585516, 2.426523, -1.624201]], "atomic_forces_ev_per_a": [[0.56, 1.17, -0.71], [-1.47, -0.74, 0.55], [1.49, -0.47, -0.18], [-0.20, 0.11, -0.33], [1.63, 0.83, -0.71], [0.33, 2.36, -1.49], [-3.00, -1.05, 1.17], [0.65, 0.45, -0.24], [-0.63, 1.59, -0.88], [0.08, -2.24, 1.39], [0.38, -1.64, 1.37], [-0.50, 1.50, -0.77], [0.66, -1.58, 0.93], [2.03, -1.34, 0.61], [1.29, 0.35, -0.62], [-0.64, 0.29, -0.18], [-0.39, 0.35, -0.62], [-1.64, 0.13, -1.24], [-0.81, 1.20, 1.32], [0.20, -1.27, 0.62]], "nbo_charge": [-0.25, 0.25, 0.24, 0.52, -0.11, -0.15, -0.18, 0.53, -0.50, -0.16, -0.51, 0.26, -0.23, -0.13, 0.24, -0.21, -0.07, 0.26, -0.05, 0.25]}



Record 3
{"formula": "C12H7BrN2O4Pt", "method": "wB97M-V/def2-TZVPD", "orbital_gap_ev": 8.448, "relative_energy_kcal_mol": 0.00, "e_homo_ev": -9.27, "lumo_ev": -0.82, "species": ["H", "Br", "O", "C", "C", "C", "H", "H", "O", "O", "H", "C", "C", "H", "C", "C", "O", "N", "N", "C", "C", "H", "C", "H", "C", "Pt", "C"], "coordinates": [[-0.663409, -0.761042, 1.577284], [-0.286822, 1.717406, 2.313806], [-3.449293, -0.341537, -3.225862], [2.485099, 1.252843, 2.245695], [2.547413, 1.024677, -0.455565], [-2.373608, -2.021116, 1.317676], [-4.122495, -3.132551, 0.742397], [-2.242723, -2.504344, 2.275320], [3.538846, 1.350809, -2.568926], [-1.540585, 0.674094, -2.641374], [4.620795, 1.090757, 2.194554], [3.740716, 1.024934, 0.232216], [2.501257, 1.205782, -1.963135], [-4.254315, -1.950567, -1.495724], [-2.563404, -0.763187, -1.077064], [-3.498528, -1.724818, -0.756870], [1.303721, 1.270880, -2.444978], [-1.579313, -0.394521, -0.232131], [1.347452, 1.027406, 0.162358], [1.333216, 1.240333, 1.478025], [-3.411472, -2.365582, 0.466279], [2.410360, 1.415440, 3.310112], [3.707666, 1.092303, 1.614511], [4.653270, 1.013637, -0.346144], [-1.480524, -1.039871, 0.934245], [-0.164203, 0.707224, -1.213202], [-2.559117, -0.109391, -2.443503]], "atomic_forces_ev_per_a": [[0.04, -0.04, -0.03], [-0.02, 0.05, -0.02], [-0.05, 0.02, -0.01], [0.05, -0.03, -0.01], [0.00, -0.02, 0.00], [-0.04, 0.02, 0.01], [0.00, 0.01, 0.01], [0.00, -0.01, -0.01], [-0.05, -0.08, 0.05], [0.03, -0.32, -0.19], [-0.01, -0.02, 0.00], [-0.02, 0.05, 0.00], [0.03, -0.07, -0.10], [0.00, 0.00, 0.00], [0.01, 0.08, 0.06], [-0.04, -0.01, 0.04], [-0.09, 0.36, -0.19], [-0.25, -0.19, -0.32], [-0.03, 0.00, -0.09], [0.00, 0.02, 0.03], [0.03, 0.02, -0.01], [0.00, 0.00, 0.00], [-0.02, 0.03, 0.01], [0.01, 0.00, 0.01], [0.04, 0.04, 0.02], [0.28, -0.06, 0.69], [0.10, 0.15, 0.06]], "nbo_charge": [0.21, 0.11, -0.59, -0.27, 0.12, -0.24, 0.23, 0.23, -0.59, -0.67, 0.23, -0.21, 0.74, 0.26, 0.11, -0.20, -0.68, -0.44, -0.47, 0.15, -0.14, 0.25, -0.13, 0.27, 0.05, 0.94, 0.74]}



Record 4
{"formula": "C12H7Cl5F6N7O6S2Sc", "method": "wB97M-V/def2-TZVPD", "orbital_gap_ev": 9.517, "e_homo_ev": -10.45, "lumo_ev": -0.94, "species": ["H", "C", "F", "O", "N", "C", "C", "C", "C", "H", "O", "N", "S", "F", "O", "N", "F", "O", "Cl", "Cl", "Cl", "C", "S", "C", "Cl", "F", "N", "C", "O", "H", "H", "Cl", "H", "Sc", "C", "F", "H", "H", "F", "N", "N", "C", "C", "N", "C", "O"], "coordinates": [[-4.832465, 0.525736, -2.279085], [0.323103, 1.573036, 1.379419], [-3.320062, -2.593253, 1.815449], [2.054501, -2.399611, 2.742837], [1.065283, 1.444772, -1.537979], [4.231402, -1.137135, -1.495901], [-2.804616, 0.091474, -1.718951], [0.236970, -4.211433, 2.093981], [0.734651, 2.646795, 2.428964], [3.575683, -1.702291, -2.145925], [1.009189, 0.491164, 1.347079], [1.863092, 3.207833, -2.467662], [0.784863, -2.457083, 2.115255], [0.172276, -4.678538, 3.328287], [-0.549931, 1.819878, 0.552253], [-0.366862, -1.788523, 2.947199], [-2.958589, -2.275412, 3.928284], [-1.543479, 0.412343, 3.035917], [3.267346, -0.667262, -0.088688], [1.437168, 1.925369, 3.868760], [4.878857, 0.245274, -2.392844], [0.799219, -1.493707, -2.139147], [-1.455058, -0.835375, 2.357713], [-2.270198, 2.405637, -2.918766], [-0.614325, 3.685783, 2.848744], [-4.004808, -0.774732, 2.772492], [0.568596, 3.194583, -2.851675], [-3.799847, 0.851556, -2.304311], [0.721522, -2.136236, 0.677551], [5.063854, -1.712423, -1.119368], [2.475393, 3.938613, -2.784957], [1.993862, 3.619850, 1.583410], [3.118469, 1.965076, -1.256089], [0.203825, -0.394541, -0.350181], [2.150482, 2.163728, -1.687619], [1.099412, -4.925750, 1.389568], [-3.019940, -0.851389, -1.236321], [-2.034845, 3.345016, -3.401942], [-0.969133, -4.276333, 1.528392], [-1.536893, 0.491431, -1.734985], [-3.536599, 2.007832, -2.907822], [0.124430, 2.112168, -2.269272], [-1.266432, 1.653864, -2.326321], [1.445692, -2.003905, -2.952587], [-3.047011, -1.687618, 2.750222], [-1.468042, -0.816259, 0.876622]], "atomic_forces_ev_per_a": [[0.03, 0.00, -0.01], [0.35, 0.12, -0.05], [-0.07, -0.05, 0.06], [-0.07, 0.00, 0.04], [-0.34, -0.43, -0.08], [-0.10, -0.15, 0.04], [0.13, -0.17, -0.05], [0.06, 0.17, -0.08], [0.10, -0.11, -0.11], [0.00, -0.04, -0.15], [0.17, 0.58, 0.48], [-0.01, 0.08, -0.09], [-0.28, -0.14, -0.22], [-0.05, -0.10, 0.14], [-0.05, -0.07, 0.15], [0.10, 0.15, -0.23], [-0.08, -0.08, 0.15], [0.07, -0.01, -0.08], [0.19, 0.29, 0.06], [-0.07, -0.02, -0.09], [0.03, 0.01, 0.00], [0.40, -0.50, -0.60], [-0.15, -0.22, 0.05], [-0.21, -0.01, -0.09], [0.00, -0.06, -0.05], [-0.18, -0.01, -0.03], [0.26, -0.05, 0.06], [-0.05, 0.17, -0.11], [0.27, -0.53, 0.49], [0.10, -0.08, -0.05], [0.03, 0.05, 0.00], [-0.09, -0.09, 0.03], [-0.08, 0.03, -0.03], [-0.37, 1.35, -0.18], [0.10, 0.14, 0.02], [0.02, -0.13, -0.07], [-0.02, 0.00, 0.06], [-0.01, 0.01, 0.02], [0.09, -0.09, 0.05], [0.12, -0.04, 0.31], [0.08, -0.01, 0.02], [-0.12, -0.06, 0.07], [0.11, 0.01, -0.01], [-0.13, 0.03, -0.07], [0.22, -0.01, -0.21], [-0.47, 0.09, 0.45]], "lowdin_charge": [0.12, -0.82, 0.15, -0.21, 0.07, -0.93, -0.07, -0.68, -1.49, -0.01, -0.20, 0.06, 0.66, 0.17, -0.01, -0.25, 0.17, -0.23, 0.67, 0.66, 0.55, -0.31, 0.68, -0.04, 0.66, 0.16, 0.16, -0.08, -0.42, 0.03, 0.17, 0.61, 0.08, 0.87, -0.16, 0.17, 0.12, 0.12, 0.15, 0.07, 0.11, -0.29, -0.18, 0.00, -0.68, -0.36]}



Record 5
{"formula": "C12H7CoN2O5S", "method": "wB97M-V/def2-TZVPD", "orbital_gap_ev": [7.129, 7.128], "e_homo_ev": [-8.72, -8.72], "lumo_ev": [-1.59, -1.59], "species": ["C", "O", "N", "C", "H", "H", "O", "O", "C", "H", "C", "Co", "H", "O", "C", "H", "H", "C", "C", "N", "C", "H", "C", "C", "C", "O", "C", "S"], "coordinates": [[2.863853, -0.033039, -2.850569], [-1.633136, -1.897000, -0.948115], [-1.422209, -0.026762, 0.607723], [0.488550, -0.042930, -2.925610], [1.721749, -0.042052, -4.681661], [3.827967, -0.028414, -3.342337], [-1.334238, -3.478913, 0.625205], [-1.639884, 1.840345, -0.959837], [2.799367, -0.031296, -1.451763], [3.692381, -0.026359, -0.845220], [-1.436926, 2.280770, 0.247534], [-1.432222, -0.031404, -1.310138], [-0.373569, 0.820640, 4.901128], [-1.371285, 3.426566, 0.615812], [-1.280020, 1.136928, 1.219806], [1.440389, -0.036504, 0.222357], [-0.871762, 2.156544, 3.043465], [-0.792330, -0.016298, 3.234693], [-0.971006, 1.193733, 2.557493], [0.453996, -0.039938, -1.595043], [-0.945224, -1.233023, 2.563906], [-0.813635, -2.178607, 3.070386], [1.709229, -0.039998, -3.601439], [-1.413492, -2.334013, 0.259704], [-1.261770, -1.187191, 1.229179], [-0.453591, -0.069695, 4.534635], [1.564311, -0.035200, -0.853053], [-1.115498, -0.046897, -3.568235]], "atomic_forces_ev_per_a": [[-0.09, 0.00, -0.02], [0.06, -0.14, -0.96], [0.29, 0.02, -0.28], [-0.11, 0.00, -0.48], [0.00, 0.00, 0.01], [-0.01, 0.00, 0.00], [-0.03, -0.15, -0.02], [0.06, 0.14, -0.95], [-0.01, 0.00, -0.04], [-0.01, 0.00, 0.00], [0.01, -0.11, -0.06], [0.41, -0.05, 1.68], [-0.02, -0.08, -0.04], [-0.03, 0.15, -0.01], [0.06, -0.09, 0.12], [-0.03, 0.01, -0.01], [0.04, 0.00, -0.02], [0.00, 0.05, 0.06], [-0.06, 0.02, 0.08], [-0.62, 0.02, 0.16], [-0.05, -0.05, 0.06], [0.02, 0.00, -0.02], [0.24, 0.00, 0.05], [0.01, 0.09, -0.04], [0.07, 0.10, 0.12], [-0.03, 0.07, 0.02], [-0.05, 0.00, 0.23], [-0.14, 0.01, 0.36]], "nbo_charge": [-0.12, -0.73, -0.47, 0.09, 0.24, 0.23, -0.57, -0.73, -0.27, 0.23, 0.74, 1.27, 0.49, -0.58, 0.14, 0.21, 0.25, 0.37, -0.30, -0.42, -0.26, 0.26, -0.26, 0.74, 0.12, -0.63, 0.06, -0.10]}



Record 6
{"formula": "C12H8AuCl2S4SbSe", "method": "wB97M-V/def2-TZVPD", "orbital_gap_ev": [7.164, 4.973], "relative_energy_kcal_mol": 19.00, "multiplicity": 4, "e_homo_ev": [-4.48, -4.72], "lumo_ev": [2.68, 0.25], "total_charge": -1, "species": ["H", "C", "C", "C", "C", "H", "H", "C", "C", "S", "Au", "H", "S", "Cl", "C", "C", "Sb", "S", "C", "C", "H", "C", "H", "Se", "H", "Cl", "H", "C", "S"], "coordinates": [[-0.005968, 6.004676, -0.787911], [0.268207, 5.065758, -0.322173], [-1.782923, -3.211063, 1.874819], [-0.370918, 3.895208, -0.708968], [0.344785, -3.814303, 2.762157], [-2.862716, -3.188235, 1.932645], [1.761138, 5.946690, 0.945586], [1.262331, 5.033035, 0.646676], [1.617449, 3.821501, 1.227727], [-1.433977, -2.706563, -3.777989], [-0.425129, -0.961775, -2.330381], [0.961711, -4.278472, 3.520014], [-1.264722, -1.711568, -7.336724], [-2.234740, -1.987883, -0.427147], [0.953448, -3.233391, 1.665592], [0.970047, 2.651533, 0.858034], [0.126402, -2.098670, -5.487527], [0.331416, 0.039866, -4.378888], [-1.034325, -3.795700, 2.878024], [0.239768, -2.602925, 0.621806], [-1.136201, 3.913464, -1.474118], [-1.158838, -2.646207, 0.773663], [-1.518464, -4.232500, 3.741424], [-1.032302, 1.108385, -0.513437], [1.233184, 1.707045, 1.316549], [2.690659, -3.302643, 1.601655], [2.396787, 3.787133, 1.979305], [-0.038360, 2.680043, -0.108055], [1.142251, -1.882438, -0.692357]], "atomic_forces_ev_per_a": [[0.00, 0.00, 0.01], [-0.02, -0.04, -0.02], [-0.03, -0.01, -0.02], [0.07, 0.00, 0.02], [0.06, -0.03, 0.01], [0.01, 0.00, -0.02], [0.00, 0.00, -0.01], [-0.01, -0.02, -0.01], [-0.02, -0.04, -0.03], [0.07, 0.06, -0.18], [0.39, -0.16, -0.10], [0.00, 0.02, -0.01], [-0.02, 0.02, -0.22], [-0.19, -0.21, 0.19], [-0.13, 0.07, -0.05], [-0.02, 0.07, 0.00], [-0.22, 0.31, 0.40], [0.10, -0.13, -0.33], [0.01, 0.00, 0.03], [0.07, 0.05, 0.04], [0.01, 0.00, 0.00], [0.09, 0.02, 0.06], [0.00, -0.01, -0.02], [-0.19, -0.09, 0.19], [-0.01, 0.00, 0.00], [0.01, 0.01, 0.00], [0.00, 0.00, -0.01], [0.17, -0.10, -0.14], [-0.20, 0.18, 0.22]], "mulliken_spin": [0.00, -0.02, 0.00, 0.03, 0.00, 0.00, 0.00, 0.05, -0.03, 0.47, 0.28, 0.00, 0.83, 0.03, 0.00, 0.04, 0.02, 0.44, 0.01, 0.00, 0.00, 0.01, 0.00, 0.63, 0.00, 0.00, 0.00, -0.02, 0.24]}